[1]
4 unconnected molecules or ions with the total composition C24H60O16P4 in a non-equilibrium geometry, computed with ωB97M-V/def2-TZVPD.

Values from the calculation:
- HOMO-LUMO gap: 10.86 eV
- ΔE to the lowest compared entry with this formula, charge and spin: 143.94 kcal per mole
- Calculated total energy: -3519.91564 a.u.
- LUMO: 0.5 eV
- 2S+1: 1
- Maximum force: 8.448 eV/A

Structure (XYZ):
```
104
Properties=species:S:1:pos:R:3:forces:R:3:lowdin_charge:R:1
C -13.992 16.846 22.979 0.48 -0.92 0.79 -0.07
C -14.836 15.629 23.513 1.54 0.58 -0.06 -0.20
O -14.154 14.352 23.336 1.72 -1.14 -0.56 -0.22
P -12.743 13.835 24.008 -0.20 1.27 -0.99 0.56
O -11.707 14.915 24.238 -1.92 -1.97 0.09 -0.28
O -12.202 12.633 23.017 -2.65 2.18 0.70 -0.21
C -11.256 11.706 23.563 0.85 2.07 -1.01 -0.22
C -9.855 12.380 23.333 -0.06 -1.67 1.15 -0.07
O -13.337 13.064 25.311 0.75 0.03 -1.47 -0.21
C -12.849 13.370 26.602 2.28 0.54 0.64 -0.22
C -11.300 12.966 26.854 -1.25 0.25 0.84 -0.04
H -12.980 16.822 23.383 -0.14 -0.06 0.64 0.04
H -13.736 16.809 21.920 -0.89 -0.18 -0.25 0.07
H -14.433 17.804 23.253 -0.21 -0.12 -0.15 0.07
H -15.042 15.617 24.583 -0.07 0.86 0.02 0.11
H -15.789 15.618 22.984 0.17 -0.60 -0.09 0.11
H -11.542 11.627 24.612 0.67 -0.67 0.03 0.09
H -11.412 10.787 22.997 0.24 -0.04 0.29 0.12
H -9.782 13.389 23.739 -0.31 -0.20 0.25 0.05
H -9.220 11.700 23.901 0.66 0.29 0.17 0.07
H -9.410 12.420 22.339 -0.76 -0.31 -0.28 0.07
H -12.887 14.453 26.717 -0.06 0.06 0.14 0.10
H -13.567 12.934 27.297 0.39 -0.22 0.04 0.12
H -10.625 13.108 26.010 -0.46 -0.16 -0.23 0.05
H -10.859 13.599 27.624 -0.37 0.57 0.02 0.04
H -11.154 12.001 27.340 -0.31 -0.45 -0.64 0.07
C -6.698 25.031 21.854 -1.82 -0.72 1.51 -0.07
C -7.487 24.851 20.536 2.46 0.81 0.33 -0.21
O -6.579 25.630 19.711 -0.66 2.59 -2.90 -0.23
P -7.227 26.738 18.664 0.61 -1.06 -1.69 0.59
O -8.161 26.137 17.656 0.58 1.22 2.23 -0.26
O -7.829 27.959 19.616 -1.70 -6.53 -5.09 -0.21
C -7.033 28.746 20.289 -0.65 3.96 3.71 -0.32
C -8.062 29.110 21.502 2.36 2.38 0.80 -0.04
O -5.905 27.352 17.883 -0.61 -1.56 2.63 -0.22
C -6.036 28.240 16.755 -0.17 -0.38 1.01 -0.25
C -6.565 27.503 15.569 -0.82 -0.56 -1.10 -0.09
H -6.951 25.967 22.353 -0.15 0.26 -0.31 0.06
H -7.028 24.280 22.572 0.00 -0.24 0.19 0.06
H -5.609 25.000 21.868 -0.15 -0.28 -0.97 0.08
H -7.463 23.839 20.134 -0.15 0.03 0.19 0.10
H -8.491 25.271 20.474 -0.01 -0.12 0.49 0.12
H -6.046 28.419 20.614 -0.23 -0.77 0.32 0.12
H -6.828 29.572 19.608 0.15 0.91 0.63 0.11
H -8.820 29.887 21.404 -0.54 -0.45 -1.66 0.06
H -8.521 28.350 22.135 0.53 -0.62 -0.62 0.07
H -7.514 29.774 22.170 0.79 -0.45 0.76 0.05
H -6.617 29.033 17.226 -0.08 0.65 -1.14 0.11
H -5.018 28.535 16.501 -0.09 0.37 0.57 0.12
H -5.860 27.585 14.741 -0.17 0.01 -0.11 0.07
H -6.708 26.446 15.796 0.43 0.04 0.14 0.07
H -7.566 27.759 15.224 0.09 0.53 0.07 0.08
C -7.783 18.075 24.713 0.24 0.34 -0.96 -0.06
C -8.934 18.733 25.442 0.78 -0.78 -2.45 -0.29
O -8.325 19.319 26.560 -0.82 0.32 2.91 -0.18
P -8.307 18.562 27.981 -0.48 0.60 1.75 0.48
O -7.430 17.391 28.032 0.00 0.35 -0.06 -0.22
O -7.980 19.694 29.130 0.32 -1.52 -1.79 -0.18
C -8.502 21.001 29.148 0.60 2.36 0.04 -0.26
C -7.385 22.092 29.597 -1.22 -1.52 -0.81 -0.04
O -9.834 18.196 28.397 1.43 0.27 -0.36 -0.19
C -10.252 16.819 28.300 -1.19 -0.17 -1.28 -0.29
C -10.062 15.984 29.552 0.51 0.62 -0.26 -0.06
H -7.031 18.789 24.377 0.19 -0.04 0.30 0.08
H -7.388 17.360 25.435 0.37 -0.04 -0.31 0.08
H -8.114 17.561 23.811 -0.12 -0.18 0.09 0.06
H -9.449 19.524 24.896 0.08 -0.02 0.00 0.12
H -9.573 17.850 25.452 -0.88 0.39 1.68 0.12
H -8.868 21.308 28.168 0.25 -0.16 -0.28 0.10
H -9.393 21.055 29.773 0.19 -0.17 0.42 0.11
H -6.456 21.850 29.080 0.07 -0.21 0.24 0.07
H -7.653 23.080 29.222 -0.35 -0.02 0.19 0.06
H -7.249 22.121 30.678 0.06 -0.08 -0.14 0.06
H -11.290 16.975 28.009 -0.37 -0.44 0.51 0.12
H -9.852 16.359 27.396 0.56 -0.10 0.17 0.10
H -9.015 15.696 29.648 0.10 0.36 0.20 0.08
H -10.379 16.632 30.369 0.07 -0.41 0.34 0.08
H -10.598 15.035 29.547 -0.43 0.28 -0.16 0.06
C -8.846 15.975 16.893 -0.47 -1.76 0.07 -0.08
C -8.296 17.368 16.977 -2.28 -0.41 -1.28 -0.34
O -7.394 17.406 17.981 2.07 1.47 4.46 -0.17
P -7.715 17.887 19.534 2.41 -2.34 0.21 0.55
O -6.522 17.678 20.441 -2.29 0.92 -1.77 -0.25
O -8.281 19.374 19.332 1.72 -3.94 -2.06 -0.17
C -8.707 20.140 20.362 -1.42 2.20 1.66 -0.31
C -7.586 20.986 20.988 0.11 0.07 -0.78 -0.05
O -8.933 16.925 19.994 0.35 2.23 -1.83 -0.22
C -8.889 16.044 21.103 -0.33 -0.32 -0.83 -0.24
C -10.234 15.262 21.057 1.64 -0.43 1.20 -0.04
H -8.128 15.180 16.693 0.52 0.42 -0.94 0.08
H -9.148 15.551 17.851 -0.52 0.88 0.43 0.06
H -9.706 15.868 16.233 0.14 0.10 -0.21 0.08
H -7.825 17.684 16.047 0.05 0.02 0.00 0.13
H -9.132 18.035 17.190 -0.11 0.32 -0.23 0.12
H -9.486 20.664 19.809 0.12 1.41 0.63 0.13
H -9.333 19.641 21.102 0.46 -0.73 0.32 0.12
H -6.825 20.465 21.570 -0.67 -0.52 0.49 0.07
H -6.934 21.352 20.195 -0.38 0.42 -0.38 0.08
H -8.000 21.836 21.531 0.07 -0.11 0.12 0.07
H -8.135 15.282 20.901 0.32 0.12 0.21 0.12
H -8.515 16.650 21.928 -0.79 -0.44 0.57 0.09
H -10.320 14.849 22.062 -0.65 0.02 0.02 0.03
H -11.161 15.727 20.719 0.41 0.39 0.17 0.08
H -9.980 14.403 20.436 -0.55 0.03 -0.30 0.07
```
Positions in Å, forces in eV/Å.

=====

[2]
A molecular structure, C24H61ClFO14PSi2 in a non-equilibrium geometry, computed with ωB97M-V/def2-TZVPD.

Values from the calculation:
- HOMO-LUMO gap: 9.91 eV
- Calculated total energy: -3484.99791 a.u.
- LUMO: 0.2 eV
- 2S+1: 1
- Maximum force: 3.533 eV/A

Structure (XYZ):
```
104
Properties=species:S:1:pos:R:3:forces:R:3:lowdin_charge:R:1
C -0.460 4.634 -1.251 -0.17 -0.25 -0.43 -0.07
C -1.729 4.584 -2.073 0.22 0.08 0.46 -0.25
O -2.363 3.296 -1.867 0.51 -0.01 0.09 -0.21
P -3.339 2.813 -3.013 -1.33 0.46 -0.74 0.46
O -4.281 3.848 -3.489 0.41 -0.36 0.20 -0.26
C -4.146 1.362 -2.366 0.64 -0.16 0.23 -0.20
C -3.212 0.200 -1.943 -0.22 0.50 -0.04 -0.28
C -3.105 0.021 -0.432 0.04 0.06 -0.07 -0.28
Si -2.414 -1.636 0.054 -0.62 -0.22 -0.16 0.60
O -0.932 -1.986 -0.640 -0.17 0.65 0.58 -0.30
Si 0.474 -1.174 -0.410 0.65 -0.47 -0.49 0.13
Cl 0.284 0.822 -0.922 -0.08 0.10 0.03 0.51
C 1.196 -1.366 1.308 -0.16 0.60 0.03 -0.20
C 1.629 -0.083 2.048 0.02 -0.28 0.30 -0.23
C 0.796 0.211 3.299 0.49 0.52 -0.03 -0.10
C -0.309 1.236 3.243 -1.88 0.42 2.74 -0.48
O -0.983 1.516 4.249 1.81 -0.79 -2.93 0.09
O -0.581 1.765 2.026 -0.22 0.44 0.14 0.05
C 1.676 -1.890 -1.642 -0.46 -0.11 0.07 -0.26
C 1.637 -3.416 -1.574 0.27 0.26 -0.03 -0.23
C 2.748 -4.117 -2.365 -0.18 -0.56 0.07 -0.10
C 2.388 -4.200 -3.811 -0.23 -1.36 -1.23 -0.48
O 1.943 -5.204 -4.367 0.53 1.88 0.87 0.08
O 2.594 -3.031 -4.476 -0.44 -0.19 0.61 0.10
C -2.430 -1.891 1.937 0.22 -0.18 -0.45 -0.38
F -3.784 -1.710 2.284 -0.20 0.15 0.14 -0.07
C -1.994 -3.296 2.329 0.18 0.02 0.27 -0.23
C -1.234 -3.430 3.662 0.08 0.48 -0.58 -0.08
O -2.444 2.243 -4.214 0.43 0.12 0.36 -0.19
C -1.011 2.181 -4.139 0.03 -0.29 -0.52 -0.29
C -0.539 0.961 -4.895 -0.49 -0.11 0.11 -0.06
H -0.664 4.374 -0.222 0.02 -0.01 0.29 0.07
H 0.253 3.928 -1.667 0.19 -0.15 0.11 0.06
H -0.013 5.622 -1.295 -0.02 0.17 0.03 0.09
H -2.425 5.355 -1.766 -0.22 0.11 -0.03 0.12
H -1.503 4.717 -3.126 -0.06 0.08 -0.24 0.11
H -4.758 1.698 -1.537 -0.33 -0.03 0.08 0.10
H -4.778 1.060 -3.194 -0.33 -0.04 -0.06 0.10
H -2.230 0.386 -2.367 0.23 -0.25 -0.08 0.06
H -3.600 -0.712 -2.384 0.03 -0.23 -0.17 0.10
H -2.596 0.864 0.031 0.17 0.11 0.07 0.07
H -4.118 0.029 -0.030 -0.17 -0.10 0.25 0.09
H -3.353 -2.655 -0.468 0.09 -0.09 -0.05 0.04
H 0.552 -1.926 1.975 -0.31 -0.29 -0.03 0.06
H 2.071 -1.994 1.161 0.15 -0.18 -0.11 0.08
H 2.643 -0.229 2.407 0.23 0.00 -0.06 0.11
H 1.664 0.775 1.389 -0.02 0.19 -0.11 0.06
H 1.469 0.582 4.068 0.01 0.04 0.26 0.13
H 0.376 -0.699 3.702 -0.21 -0.27 0.20 0.10
H 0.099 2.407 1.767 0.08 -0.05 -0.24 0.09
H 2.681 -1.526 -1.442 0.19 0.14 0.06 0.09
H 1.398 -1.546 -2.633 0.04 0.09 -0.22 0.07
H 0.674 -3.772 -1.925 -0.22 -0.11 0.01 0.12
H 1.718 -3.731 -0.536 0.05 -0.16 0.17 0.10
H 2.824 -5.144 -2.025 0.08 -0.17 0.06 0.12
H 3.711 -3.642 -2.219 0.13 0.26 -0.06 0.13
H 1.972 -3.013 -5.212 0.17 -0.16 -0.51 0.12
H -1.876 -1.124 2.477 0.12 0.10 0.15 0.10
H -2.891 -3.903 2.372 -0.21 -0.11 -0.13 0.11
H -1.387 -3.711 1.527 0.09 -0.13 -0.16 0.09
H -0.215 -3.751 3.474 0.17 -0.28 0.12 0.07
H -1.149 -2.457 4.131 -0.13 0.21 0.35 0.06
H -1.723 -4.124 4.326 0.01 -0.17 0.22 0.05
H -0.676 2.112 -3.113 -0.04 0.17 0.26 0.04
H -0.622 3.079 -4.610 0.16 0.25 0.09 0.12
H -0.697 1.077 -5.960 0.12 0.03 -0.23 0.08
H -1.141 0.114 -4.575 0.00 -0.22 0.09 0.07
H 0.499 0.742 -4.675 0.27 0.06 -0.07 0.07
C 2.798 4.702 0.685 -0.08 -0.09 0.29 -0.14
O 1.630 4.476 1.477 -0.06 -0.18 -0.02 -0.13
H 2.534 4.545 -0.357 -0.10 -0.03 0.00 0.07
H 3.153 5.726 0.814 0.08 0.01 -0.06 0.08
H 3.586 4.004 0.972 0.08 0.04 -0.09 0.06
H 1.878 4.619 2.397 0.02 0.03 -0.03 0.08
C 1.264 -8.394 -5.789 0.12 0.09 0.06 -0.17
O 2.629 -8.044 -5.616 -0.09 -0.09 -0.12 -0.13
H 1.209 -9.480 -5.803 0.00 -0.03 0.00 0.07
H 0.648 -8.019 -4.967 -0.02 -0.01 -0.01 0.07
H 0.866 -8.012 -6.734 -0.03 -0.03 0.00 0.07
H 2.676 -7.084 -5.599 0.00 0.12 0.16 0.04
C -6.473 5.587 -1.587 -0.08 0.21 0.08 -0.16
O -6.702 6.996 -1.498 0.13 -0.16 -0.11 -0.13
H -5.753 5.412 -2.380 0.01 0.01 -0.02 0.05
H -6.065 5.197 -0.649 0.01 -0.05 -0.03 0.07
H -7.397 5.053 -1.827 0.03 -0.04 -0.01 0.08
H -7.338 7.150 -0.798 -0.09 0.04 0.09 0.06
C 6.165 4.543 2.656 -0.22 0.00 0.31 -0.16
O 4.990 4.323 3.429 0.07 0.16 -0.27 -0.14
H 5.915 4.382 1.610 0.00 -0.01 -0.02 0.06
H 6.525 5.568 2.779 0.07 -0.01 -0.09 0.08
H 6.956 3.845 2.944 0.05 0.02 -0.08 0.08
H 5.227 4.476 4.352 -0.04 -0.24 0.12 0.03
C -2.562 -7.539 3.766 -0.08 0.14 0.08 -0.15
O -2.905 -6.193 4.085 0.06 -0.20 -0.08 -0.13
H -1.842 -7.501 2.953 0.02 0.01 -0.02 0.08
H -2.105 -8.049 4.617 0.02 -0.02 -0.02 0.08
H -3.435 -8.106 3.434 0.02 -0.02 -0.02 0.08
H -3.543 -6.212 4.801 -0.09 0.04 0.07 0.08
C 6.538 3.130 7.001 -0.12 0.04 -0.06 -0.13
O 5.555 3.866 6.272 0.14 0.04 0.04 -0.13
H 7.505 3.373 6.570 0.02 0.02 -0.02 0.08
H 6.541 3.412 8.055 0.02 0.00 0.00 0.08
H 6.372 2.054 6.914 0.02 0.00 0.00 0.08
H 4.693 3.664 6.642 -0.12 -0.01 0.03 0.08
```
Positions in Å, forces in eV/Å.

=====

- The lowest LUMO belongs to which entry?
  C24H61ClFO14PSi2

=====

- Among the records above, which one has the lowest maximum force?
  C24H61ClFO14PSi2

=====

- Which formula does entry 2 have?
  C24H61ClFO14PSi2